No. 1
81
Properties=species:S:1:pos:R:3 method="wB97M-V/def2-TZVPD" orbital_gap_ev=8.71 total_charge=0 spin_multiplicity=1 homo_ev=-9.616 fmax_ev_per_a=0.8 e_lumo_ev=-0.9
I 7.33933 -0.25752 0.80101
Cl -5.61044 2.74723 -3.03164
Cl -3.38198 -2.30938 5.59607
Cl -2.82387 2.09857 -3.49225
Cl 6.42155 9.40149 1.33597
Cl -4.08369 0.02087 4.04522
Cl -2.02929 0.19470 6.06500
Cl -1.54092 -1.27720 3.63863
Cl -7.63674 0.44063 -2.63129
Cl 7.99482 7.51125 2.84364
Cl 6.05222 6.56977 0.93113
Cl -4.51591 2.87910 -5.69165
Cl -10.08804 0.11746 -4.11563
Cl -9.18746 -1.97827 -2.34928
Cl -3.73069 4.82567 -3.70828
Cl -7.76307 -1.44674 -4.80024
Cl 5.17745 7.80213 3.38954
F 6.73242 2.93530 -0.66295
F 5.84174 4.85020 -0.98746
F 5.02321 2.58866 1.12032
F 5.23930 3.20639 -2.23694
F 3.95107 4.35745 0.46290
O 3.34809 -1.46794 -2.74616
O 4.43671 -0.75477 0.98735
O -3.11232 -1.23735 -1.43980
O -2.86431 -2.01241 0.78372
O -1.02437 -5.35068 1.24413
O -0.92314 0.30404 -2.40201
C 3.33175 2.28506 -0.48106
C 5.58801 3.53080 -0.99384
C 4.44805 3.17468 0.03790
C 2.43090 0.28635 -1.40115
C -1.50687 -4.68831 0.08890
C 3.55568 1.00520 -0.99703
C -0.87522 -2.34486 -0.77843
C -4.16577 3.13049 -3.97925
C 4.92211 0.37069 -1.06424
C -0.52682 -3.66278 -0.45422
C 5.25222 -0.25736 0.28663
C -4.32511 -0.58078 -1.02882
C 0.34046 -4.06440 2.83897
C 0.92124 2.08026 -0.78679
C -2.76752 -0.83847 4.84455
C 1.13539 0.80231 -1.29673
C 1.44911 -2.01155 -1.45025
C -0.00555 -0.08823 -1.72244
C 1.77567 -3.32054 -1.12144
C -1.06264 -4.54578 2.41781
C 0.15166 -1.52418 -1.30056
C 6.41099 7.81772 2.12148
C -4.09453 0.63469 -0.16218
C -0.42612 2.72121 -0.63031
C 0.60472 -4.27308 4.32688
C -8.67183 -0.71850 -3.47479
C 2.51313 -1.10458 -1.95034
C 0.77641 -4.12955 -0.62807
C 2.04689 2.79326 -0.38250
B -2.35607 -1.82828 -0.49936
H 2.78761 -3.68158 -1.23259
H -1.47462 -5.16253 3.21966
H -2.49178 -4.26901 0.28720
H 1.06026 -4.60197 2.22653
H 5.70923 1.04136 -1.38048
H 4.92730 -0.46841 -1.75615
H 0.05920 -3.55241 4.93579
H -5.07082 1.07407 0.05803
H 1.66547 -4.16456 4.54398
H -2.20608 -1.71079 1.42415
H 0.28040 -5.27549 4.60538
H -3.65343 0.38892 0.80217
H -1.74720 -3.70952 2.27279
H -1.59621 -5.47002 -0.66651
H -3.51711 1.40183 -0.66959
H 1.87863 3.77286 0.03737
H 1.00345 -5.14830 -0.34307
H -0.33174 3.80465 -0.60618
H -4.99013 -1.29614 -0.54670
H -4.80646 -0.26072 -1.95166
H -0.92843 2.39183 0.28080
H 0.41419 -3.00228 2.59095
H -1.08372 2.48810 -1.46026

No. 2
68
Properties=species:S:1:pos:R:3 method="wB97M-V/def2-TZVPD" orbital_gap_ev=8.40 total_charge=0 spin_multiplicity=1 homo_ev=-7.783 fmax_ev_per_a=1.5 relative_energy_kj_mol=117.2 e_lumo_ev=0.6
O -2.85244 4.48801 1.45761
O -0.90174 4.98730 0.48587
O 4.86659 -0.34890 2.03856
O 0.07655 1.13263 0.65621
O -1.17522 -3.25068 1.01181
O -1.14581 -2.74136 3.16636
O 1.27876 -0.34711 -0.51613
O 6.55228 -0.62409 0.62195
N -6.65084 1.17153 -3.65400
N 0.08002 -3.73264 -1.70666
C 5.45031 -1.38864 -1.35027
C 0.88115 -3.77598 -3.75658
C 1.14775 -3.03530 3.67252
C 0.97761 -3.03884 2.16907
C -6.73762 0.63458 -2.38770
C -2.15545 0.29104 0.31968
C -1.16129 -0.42657 -0.59581
C -1.29834 1.35447 1.02781
C -4.57959 1.19486 -2.84122
C 6.81126 -1.12439 -0.68135
C 0.17991 6.19659 2.22268
C -1.82710 5.09721 1.46892
C -0.26544 -3.96642 -3.00532
C -1.32739 6.07970 2.52070
C -0.53326 -3.03395 2.00156
C -5.46146 0.63922 -1.87897
C 1.38250 -3.31687 -1.62149
C 0.29913 5.69245 0.78643
C 4.44877 -1.28579 -0.17811
C 1.91416 -3.36350 -2.87890
C 0.20922 0.06070 -0.16742
C -5.35956 1.44639 -3.95376
C 5.23501 -0.67496 0.95321
C -0.18386 -2.48662 4.21162
H 5.23238 -0.64925 -2.11812
H 0.50963 7.22465 2.36255
H 4.07737 -2.27586 0.07631
H -1.79635 7.04342 2.32959
H -1.30046 -1.50038 -0.60939
H 0.42171 6.47447 0.03529
H -1.23273 -4.34433 -3.28537
H -2.73539 -0.30692 1.01528
H 0.94765 -3.79124 -4.83271
H 0.79214 5.58891 2.88732
H 7.30496 -2.08849 -0.53808
H 1.68297 -2.88813 -0.68100
H -1.17766 -0.04121 -1.62054
H 1.28322 -4.05444 4.03130
H -5.06317 1.91652 -4.87711
H -5.30203 0.38198 -0.84158
H 2.91269 -3.18571 -3.24421
H -7.69601 0.37742 -1.97541
H 1.38445 -2.17760 1.63760
H -1.52019 5.69796 3.51735
H -0.14192 -1.41544 4.39992
H -2.85398 0.86241 -0.29301
H 7.40467 -0.46629 -1.30923
H -3.54782 1.45842 -2.69201
H -1.29892 1.21832 2.11027
H -0.47375 -3.01601 5.11407
H 3.62465 -0.63923 -0.47098
H -7.42573 1.31426 -4.27468
H 5.38054 -2.38369 -1.78312
H 1.97954 -2.41715 4.00721
H 1.14794 5.01330 0.70583
H 1.35654 -3.95873 1.72781
H -0.46792 -3.83666 -0.86592
H -1.58364 2.36065 0.73588

No. 3
75
Properties=species:S:1:pos:R:3 method="wB97M-V/def2-TZVPD" orbital_gap_ev=5.51 total_charge=+1 s_squared=2.0172 spin_multiplicity=3 homo_ev=-9.079 fmax_ev_per_a=3.4 relative_energy_kj_mol=170.2 e_lumo_ev=-3.6
Au -1.81098 -1.60898 0.86678
S -1.34652 -3.70568 1.68280
S -3.25839 -2.95904 -0.67738
F 4.35970 -3.27703 0.98977
O 0.13571 -1.42793 -0.65729
O -6.53915 0.61222 -2.68295
O -2.07161 0.34133 0.51445
O -1.62876 2.28840 -0.30594
N 6.07157 -1.01008 1.75066
N 2.43496 1.86776 0.27252
N -8.08891 2.32298 -2.62465
N -5.79968 2.70871 -2.07890
N 8.22068 -1.02003 3.38149
C -2.33820 -4.87185 0.86139
C 7.04986 0.05133 1.36780
C 2.16277 -0.52350 0.22370
C -4.58702 -5.28352 -0.04583
C 4.23212 0.43191 1.07297
C 8.15423 0.14941 2.51223
C 0.25516 0.86304 -0.00818
C -3.35010 -4.44400 0.02389
C -4.51813 2.01263 -1.77281
C -1.23472 1.19235 -0.00238
C 3.96567 -1.97101 0.85501
C 2.97826 0.58941 0.47851
C 3.49271 4.02781 0.60162
C -6.78633 1.82120 -2.44732
C -9.07146 1.29723 -2.77213
C 3.36800 2.85322 -0.20426
C 6.59159 -2.35073 1.99426
C -8.51575 3.55752 -3.35517
C -2.28241 -6.32075 1.18175
C 1.07222 1.98785 0.16633
C 4.81835 -0.85828 1.23199
C -5.94282 4.12145 -2.13488
C 2.67947 -1.84465 0.36374
C 2.79985 4.11413 -0.81079
C 7.98353 -2.32269 2.61085
C 0.79666 -0.41989 -0.20787
H -9.59967 3.43845 -3.42609
H 0.65259 3.00101 0.24728
H 7.92215 1.01936 3.17379
H 7.42262 -0.20424 0.36296
H 9.11660 -1.16925 3.88407
H -5.07599 -5.38840 0.93831
H -9.27499 1.04783 -3.81506
H -8.24180 4.44088 -2.73962
H -6.83175 4.48383 -1.56449
H -3.83583 2.75582 -1.31428
H 2.01259 -2.71586 0.16191
H 8.16009 -3.22769 3.24558
H -4.06245 1.55885 -2.74156
H -5.01515 4.61163 -1.64280
H 4.80600 1.33838 1.41756
H 2.81476 4.20197 1.44733
H 3.48739 4.42396 -1.58414
H 6.65108 1.03978 1.29978
H -4.80870 1.27858 -1.00873
H -2.97270 -6.53717 2.03760
H 5.90819 -2.78297 2.70490
H 1.75238 4.29896 -0.90241
H -2.72556 -7.06155 0.46731
H 8.78580 -2.33612 1.81496
H -8.06316 3.59603 -4.32583
H 7.45944 -0.96680 4.09900
H -4.25787 -6.36224 -0.34236
H 9.14447 0.32005 2.07552
H -5.89112 4.45773 -3.21478
H 4.48819 4.35963 0.63159
H 6.63317 -2.95136 1.09891
H 4.26754 2.52308 -0.78785
H -5.21712 -4.81313 -0.79505
H -8.81719 0.34839 -2.26123
H -10.01354 1.56894 -2.33379
H -1.23255 -6.58864 1.47590

No. 4
9
Properties=species:S:1:pos:R:3 method="wB97M-V/def2-TZVPD" orbital_gap_ev="7.71 / 9.37" total_charge=0 spin_multiplicity=1 homo_ev="-7.782 / -9.297" fmax_ev_per_a=3.6 relative_energy_kj_mol=266.0 e_lumo_ev="-0.1 / 0.1"
F 1.40524 -0.06797 2.00848
O 0.88195 -2.24049 1.99798
O -1.74917 -0.45278 0.38651
N 1.20784 -1.23893 1.16701
N -0.11991 0.97463 -0.47486
C -0.67563 0.02987 0.22560
H 0.12972 -2.19732 2.73027
H 0.92014 1.25496 -0.38406
H -0.76194 1.57622 -1.12511